101
Properties=species:S:1:pos:R:3 method="wB97M-V/def2-TZVPD" total_energy_ev=-101171.0912 largest_force_ev_per_a=8.98 total_charge=+1 orbital_gap_ev=6.30 homo_energy_ev=-10.31
C 4.47372 -0.56139 1.36706
C 4.45142 0.74109 0.48920
B 3.11546 1.49425 0.02882
O 3.52427 2.64700 -0.78944
N 1.61959 1.23140 0.35541
P 1.52277 1.57487 2.10169
O 2.77938 2.31589 2.64250
O 0.13759 2.41889 2.60877
O 1.47031 0.17845 3.12695
C 1.32455 -0.23299 0.17887
B 1.85817 -0.91901 -1.23343
N 2.42758 -2.31679 -1.24105
O 1.78527 -0.29045 -2.53522
C -0.23777 -0.60640 0.52920
Cl -0.25860 -2.43456 0.56161
N -1.20266 0.09262 -0.33382
C -1.94157 -0.85176 -1.27492
C -3.21839 -1.57182 -0.63362
C -3.60972 -1.21490 0.86482
Cl -3.65278 -2.77466 1.90155
C -0.70503 1.28415 -1.04225
O -1.74573 2.26162 -1.41833
C -2.91259 2.13221 -0.63799
N -4.04085 1.78039 -0.33544
C 0.67334 1.99283 -0.54771
P 0.46820 3.89970 -0.31940
C 1.71368 4.72666 0.83452
O -1.00502 4.25385 0.56968
H 3.69302 -0.69758 2.18628
H 5.51399 -0.67310 1.86280
H 4.37788 -1.49445 0.67859
H 5.10529 1.53898 1.02836
H 5.06140 0.51367 -0.48005
H 4.19038 2.32587 -1.45044
H -0.54913 1.77469 2.93410
H 1.17674 0.46919 4.03243
H 1.85535 -0.92734 0.94578
H 3.19992 -2.39938 -1.91494
H 2.69934 -2.56258 -0.27831
H 2.71296 -0.26522 -2.89413
H -0.51886 -0.30682 1.61815
H -1.22992 -1.52871 -1.87215
H -2.39464 -0.13789 -2.07598
H -3.00878 -2.71414 -0.67075
H -4.15320 -1.44505 -1.31044
H -2.92416 -0.51398 1.44094
H -4.66978 -0.74592 0.91462
H -0.49152 0.82997 -2.10150
H 1.26485 2.03297 -1.55886
H 1.55054 4.49479 1.96104
H 2.80479 4.71123 0.51487
H 1.42118 5.85621 0.77578
H -0.97507 5.19386 0.86850
C -5.32476 3.21433 2.19042
O -4.15203 2.80938 2.88204
C -3.10739 3.78126 2.81972
C -2.82484 4.34076 4.21522
N -3.92707 5.18562 4.67354
C -3.82264 5.56634 6.08454
C -3.95667 4.44322 7.12538
O -5.25247 3.85662 7.17101
C -5.44209 2.77543 6.26900
H -6.03562 2.38632 2.21307
H -5.78474 4.07772 2.67870
H -5.09855 3.44966 1.14689
H -3.32905 4.58195 2.10541
H -2.21231 3.26072 2.46408
H -1.90380 4.93228 4.18662
H -2.67198 3.49219 4.89197
H -4.80215 4.68932 4.53871
H -4.62065 6.29224 6.27060
H -2.87605 6.09424 6.24364
H -3.80410 4.89813 8.11004
H -3.17887 3.67862 7.02484
H -4.52234 2.21115 6.09432
H -5.85124 3.13884 5.32355
H -6.18190 2.10035 6.70450
C 3.22122 -7.84578 -3.73081
O 3.72695 -7.34536 -4.95861
C 2.78440 -7.44304 -6.02968
C 2.37593 -6.04606 -6.49871
N 1.54778 -5.37726 -5.49356
C 1.31398 -3.96079 -5.78031
C 2.53146 -3.02434 -5.72434
O 3.08204 -2.87744 -4.41732
C 4.06194 -3.85186 -4.07933
H 4.02604 -7.81433 -2.99384
H 2.39659 -7.22553 -3.36852
H 2.89014 -8.88327 -3.84016
H 1.91023 -8.04508 -5.75848
H 3.29350 -7.95290 -6.85345
H 1.81282 -6.13014 -7.43315
H 3.29158 -5.47772 -6.69493
H 2.00178 -5.45126 -4.58881
H 0.58671 -3.60955 -5.04055
H 0.83331 -3.86841 -6.75997
H 2.18254 -2.02637 -6.01143
H 3.30445 -3.29190 -6.45168
H 4.63175 -4.19028 -4.94762
H 3.59186 -4.70036 -3.57755
H 4.75713 -3.39808 -3.36778